Computed, not measured: a molecular structure, C22H45N2OP3RuSe at a distorted geometry, with ωB97M-V/def2-TZVPD.

The geometry in XYZ format:
```
75
Properties=species:S:1:pos:R:3
Ru 0.5629 0.3141 0.6852
P 2.1593 1.2440 2.0106
P -0.4003 2.0396 -0.4323
P 1.8834 -0.2850 -1.1065
H -1.6044 -1.3701 0.5776
C -0.5548 -1.4980 0.2696
C 0.4293 -1.7630 1.2927
H 0.0848 -1.9302 2.3191
C 1.7760 1.7972 3.7163
C 2.7610 2.8115 1.2941
C 3.5943 0.1267 2.1873
C -1.7914 1.3612 -1.4061
C -1.2251 3.2634 0.6484
C 0.5626 3.1012 -1.5767
C 2.7454 -1.8939 -1.0110
C 3.2734 0.8260 -1.5565
C 0.9298 -0.4860 -2.6689
H -0.4253 -1.9421 -0.7230
H 1.3359 -2.3279 1.0514
H 1.4108 0.9846 4.3560
H 0.9902 2.5657 3.6896
H 2.6769 2.2261 4.1795
H 1.9372 3.5372 1.2614
H 3.1654 2.6661 0.2881
H 3.5518 3.2113 1.9389
H 3.2795 -0.8316 2.6217
H 4.3339 0.5780 2.8602
H 4.0747 -0.0703 1.2205
H -2.2974 2.1777 -1.9364
H -2.4980 0.8832 -0.7107
H -1.4533 0.6172 -2.1381
H -1.6703 4.0563 0.0334
H -0.5061 3.7086 1.3467
H -2.0139 2.7653 1.2341
H -0.0838 3.9227 -1.9192
H 0.9195 2.5495 -2.4559
H 1.4220 3.5444 -1.0555
H 3.3438 -2.0580 -1.9179
H 2.0251 -2.7152 -0.9242
H 3.4205 -1.9231 -0.1476
H 3.7532 0.4566 -2.4733
H 4.0341 0.8463 -0.7660
H 2.9290 1.8471 -1.7500
H 1.5596 -0.9630 -3.4331
H 0.5746 0.4704 -3.0707
H 0.0639 -1.1393 -2.5055
C -2.0830 -0.6540 -6.0595
C -3.1867 -1.0669 -6.8306
C -3.4456 -2.4315 -6.9467
C -2.5957 -3.3772 -6.3469
C -1.4429 -2.9473 -5.6734
C -1.1551 -1.5829 -5.5659
O -1.9086 0.6423 -5.6523
H -2.6259 1.1954 -6.0115
H -3.8373 -0.3259 -7.2957
H -4.3215 -2.7766 -7.5049
H -2.8296 -4.4468 -6.4120
H -0.7584 -3.6771 -5.2198
H -0.2527 -1.2208 -5.0705
C -3.7508 0.1461 4.3742
N -2.5739 -0.6249 4.7241
C -2.5113 -1.4755 5.8185
C -1.2335 -1.9299 5.8845
N -0.5318 -1.3576 4.8463
C 0.9041 -1.5355 4.7157
C -1.3555 -0.5391 4.1102
Se -1.0344 0.6908 2.7239
H -4.0180 0.8190 5.1968
H -4.5861 -0.5397 4.1959
H -3.5500 0.7339 3.4776
H -3.3717 -1.6446 6.4440
H -0.7663 -2.5982 6.5856
H 1.3900 -1.1889 5.6356
H 1.1047 -2.6085 4.6012
H 1.2877 -0.9807 3.8586
```

## Properties
orbital gap (spin up / spin down)	8.34 / 6.03	eV
molar mass	626.567	g mol⁻¹
relative energy (zero: lowest compared OMol25 entry of this formula, charge and spin)	0.0000	eV
expectation value of S²	6.042
total charge	+4
multiplicity	5
E_tot	-124327.42067	eV